(1)
Here is CH4S3 as an isolated structure in a non-equilibrium geometry from OMol25. Energies are from the ωB97M-V functional and the def2-TZVPD basis.

Geometry (Å):
C: -1.5493 0.1525 -0.0224
S: 3.0824 1.3029 -0.0436
S: 1.3944 -1.5845 -0.2587
S: 2.9750 -0.5795 0.3742
H: -1.6980 -0.9930 -0.0778
H: -2.4439 0.6578 0.2085
H: -0.4457 0.2139 0.7312
H: -1.3150 0.8301 -0.9113

Forces on the atoms, in the same order (eV/Å):
4.3 -0.7 0.5
-0.2 -1.1 0.2
1.8 1.1 0.5
-1.4 -0.1 -0.7
0.2 2.1 -0.8
-1.0 0.3 1.8
-4.0 0.4 -1.9
0.4 -2.0 0.4

The energy relative to the best compared isomer or geometry (same formula, charge and spin) comes out at 2.0226 eV. Its total charge is 0. As for the HOMO energy (alpha / beta): -0.3556 / -0.3554 hartree. Its gap between HOMO and LUMO (alpha / beta) is 7.062 / 7.052 eV. The value obtained for the electronic energy is -1234.97853 hartree.

Charges in e, computed with Löwdin, in the same order as the atoms: C -0.1250; S 0.0962; S 0.1056; S -0.1489; H 0.0206; H -0.0408; H 0.0677; H 0.0247

***

(2)
Here is one molecule with the formula CH4S3 in a non-equilibrium geometry from OMol25. Energies are from the ωB97M-V functional and the def2-TZVPD basis.

Geometry (Å):
C: -0.1056 0.9919 -0.3007
S: 0.9912 -2.2614 -0.2450
S: -0.8637 -0.7699 -0.1807
S: -2.1312 -0.0440 1.3053
H: -0.8231 1.6514 -0.8796
H: 0.7411 0.7486 -0.9237
H: 0.2464 1.2861 0.7611
H: 1.9449 -1.6027 0.4634

Forces on the atoms, in the same order (eV/Å):
-0.2 -1.0 0.3
1.0 -0.4 -0.3
-0.4 2.3 1.1
-0.5 -0.4 -0.1
0.8 -0.7 1.2
0.5 0.4 -0.2
-0.9 -0.2 -2.0
-0.5 0.0 -0.1

The energy relative to the best compared isomer or geometry (same formula, charge and spin) comes out at 0.1516 eV. The multiplicity is 3. Its total charge is 0. As for the HOMO energy (alpha / beta): -0.2725 / -0.3362 hartree. Its gap between HOMO and LUMO (alpha / beta) is 7.852 / 6.549 eV. The value obtained for the electronic energy is -1234.94136 hartree.

Charges in e, computed with Löwdin, in the same order as the atoms: C -0.4137; S 0.2097; S 0.1292; S 0.2027; H 0.0567; H -0.0023; H 0.0610; H -0.2434

***

(3)
Here is a 2-piece molecular cluster, CH4Se overall in a non-equilibrium geometry from OMol25. Energies are from the ωB97M-V functional and the def2-TZVPD basis.

Geometry (Å):
C: 0.2473 -0.5487 -0.0968
Se: -1.3939 0.0352 0.9259
H: 0.3139 -1.6562 -0.0388
H: 0.0994 -0.3119 -1.1866
H: 1.1764 -0.0857 0.2586
H: -0.4432 2.5673 0.1376

Forces on the atoms, in the same order (eV/Å):
-0.6 -0.4 -1.0
2.1 1.9 -1.3
-0.1 0.7 0.2
0.1 -0.1 1.2
-0.6 -0.2 0.1
-0.9 -2.0 0.7

The energy relative to the best compared isomer or geometry (same formula, charge and spin) comes out at 3.9896 eV. Its total charge is 0. As for the HOMO energy (alpha / beta): -0.3309 / -0.3295 hartree. Its gap between HOMO and LUMO (alpha / beta) is 6.231 / 6.195 eV. The value obtained for the electronic energy is -2441.74998 hartree.

Charges in e, computed with Löwdin, in the same order as the atoms: C -0.5740; Se 0.4615; H 0.0078; H 0.0128; H 0.0001; H 0.0918

***

(4)
Here is a 2-piece molecular cluster, CH5BN2O4 overall in a non-equilibrium geometry from OMol25. Energies are from the ωB97M-V functional and the def2-TZVPD basis.

Geometry (Å):
B: -1.4647 0.3210 -0.2046
C: 2.1488 0.2185 -0.0881
N: 2.1194 -1.0049 0.4577
N: 1.2624 0.8892 -0.7903
O: 3.0826 1.0802 -0.0739
O: -1.0413 1.4356 0.5247
O: -2.8224 0.1194 -0.1937
O: -0.6769 -0.4653 -0.8791
H: 1.2602 -1.5384 0.4067
H: 2.9597 -1.3139 0.7331
H: 0.4024 1.2668 -0.3788
H: -1.4964 1.7728 1.2911
H: -3.2736 -0.7186 -0.5450

Forces on the atoms, in the same order (eV/Å):
-1.9 -0.1 0.5
1.8 0.1 1.0
-3.6 2.8 -1.9
-2.1 -1.5 -2.1
-1.2 -1.2 0.4
1.1 0.2 -0.3
-2.4 -1.6 -0.1
3.3 0.3 -0.5
0.3 0.0 -0.1
3.3 -1.8 1.4
0.2 0.9 1.2
-0.5 -0.1 -0.1
1.7 2.0 0.6

The energy relative to the best compared isomer or geometry (same formula, charge and spin) comes out at 2.7727 eV. Its total charge is 0. As for the HOMO energy (alpha / beta): -0.3649 / -0.3648 hartree. Its gap between HOMO and LUMO (alpha / beta) is 7.378 / 7.373 eV. The value obtained for the electronic energy is -476.42296 hartree.

Charges in e, computed with Löwdin, in the same order as the atoms: B -1.0308; C -0.6048; N 0.2565; N 0.3755; O 0.1184; O 0.1192; O 0.1317; O 0.1140; H 0.1281; H 0.0733; H 0.0652; H 0.1094; H 0.1443

***

(5)
Here is an isolated ion of composition CH5BrN3 and charge +1 in a non-equilibrium geometry from OMol25. Energies are from the ωB97M-V functional and the def2-TZVPD basis.

Geometry (Å):
C: -0.1163 0.0382 0.1878
N: 0.5451 -0.8644 -0.3547
N: 0.5527 0.4605 1.8427
N: -1.1077 0.7352 -0.1332
Br: -0.2047 1.9358 2.5361
H: 1.2592 -1.4169 0.2102
H: 0.2426 -1.0457 -1.2588
H: 1.6120 0.7914 1.6702
H: -1.6796 0.5516 -0.9745
H: -1.7544 1.2255 0.5693

Forces on the atoms, in the same order (eV/Å):
2.2 3.3 7.9
2.7 -2.4 0.9
2.0 -1.5 -4.2
-4.7 1.7 -1.0
-1.0 1.2 0.5
-1.2 1.0 -1.4
0.1 -1.5 -2.1
-2.9 -1.1 -0.1
0.7 -0.1 0.3
2.0 -0.5 -0.7

The energy relative to the best compared isomer or geometry (same formula, charge and spin) comes out at 2.2459 eV. Its total charge is +1. As for the HOMO energy: -0.5110 hartree. Its gap between HOMO and LUMO is 9.797 eV. The structure (SMILES) is NC(=[NH2+])NBr. The value obtained for the electronic energy is -2779.03919 hartree.

Charges in e, computed with Löwdin, in the same order as the atoms: C -0.3815; N 0.2359; N -0.4946; N 0.1706; Br 0.7508; H 0.2050; H 0.1277; H 0.0902; H 0.1678; H 0.1281

***

(6)
Here is CH5BrP2 as an isolated structure in a non-equilibrium geometry from OMol25. Energies are from the ωB97M-V functional and the def2-TZVPD basis.

Geometry (Å):
C: 0.7293 -0.7979 0.9947
P: -0.8989 1.4263 -1.4741
P: -1.1561 -0.5041 -0.3497
Br: 1.6148 -2.1394 -0.2133
H: 1.3501 -0.0075 1.1638
H: 0.3858 -1.2823 1.9214
H: -0.3141 2.3580 -0.5632
H: 0.4646 1.0935 -1.9273
H: -2.1755 -0.1466 0.4476

Forces on the atoms, in the same order (eV/Å):
-4.0 -2.9 -2.2
1.4 -0.4 0.1
3.8 -0.5 -0.1
-0.3 0.9 1.1
1.5 2.2 0.0
0.2 0.1 -0.6
-0.4 -0.3 0.2
-1.2 0.0 0.1
-1.1 0.9 1.4

The energy relative to the best compared isomer or geometry (same formula, charge and spin) comes out at 2.0887 eV. Its total charge is 0. As for the HOMO energy: -0.3414 hartree. Its gap between HOMO and LUMO is 9.433 eV. The value obtained for the electronic energy is -3297.72702 hartree.

Charges in e, computed with Löwdin, in the same order as the atoms: C -0.6472; P 0.3929; P 0.4827; Br 0.4029; H -0.0660; H -0.0112; H -0.1836; H -0.1462; H -0.2241

***

(7)
Here is one molecule with the formula CH5BrSi in a non-equilibrium geometry from OMol25. Energies are from the ωB97M-V functional and the def2-TZVPD basis.

Geometry (Å):
C: -0.9911 0.3795 -0.2616
Si: 0.7864 -0.2544 -0.0577
Br: 1.7625 0.4294 1.8528
H: -1.4224 -0.0843 -1.1079
H: -1.3482 -0.3480 0.5838
H: -1.3574 1.3754 -0.2432
H: 1.6758 0.2692 -0.9513
H: 0.8946 -1.7669 0.1850

Forces on the atoms, in the same order (eV/Å):
0.8 -3.3 2.2
-1.3 -0.6 2.0
-0.3 0.1 0.1
-0.3 -0.6 -1.3
-0.3 1.9 -1.0
0.2 0.9 0.7
1.6 0.6 -2.0
-0.4 1.0 -0.6

The energy relative to the best compared isomer or geometry (same formula, charge and spin) comes out at 0.3212 eV. Its total charge is 0. As for the HOMO energy: -0.3774 hartree. Its gap between HOMO and LUMO is 11.154 eV. The structure (SMILES) is C[SiH2]Br. The value obtained for the electronic energy is -2904.61649 hartree.

Charges in e, computed with Löwdin, in the same order as the atoms: C -0.2759; Si 0.1939; Br 0.2005; H -0.0094; H 0.0521; H 0.0129; H -0.1280; H -0.0461

***

(8)
Here is one molecule with the formula CH5Cl2N2P in a non-equilibrium geometry from OMol25. Energies are from the ωB97M-V functional and the def2-TZVPD basis.

Geometry (Å):
C: 1.9699 -0.0887 -0.1318
N: 0.6108 0.4807 0.3972
N: -0.6312 -0.2546 0.0457
P: -2.4967 0.0931 0.7512
Cl: -2.9428 1.6162 -0.3616
Cl: -3.0891 -1.4277 -0.3454
H: 2.0326 -1.2163 0.2873
H: 1.9392 -0.0967 -1.3040
H: 0.2731 1.4509 -0.0392
H: 2.7513 0.6185 0.1680
H: -0.4171 -1.1752 0.5327

Forces on the atoms, in the same order (eV/Å):
-3.2 -1.2 -1.5
-1.4 3.2 -0.4
0.2 -2.1 0.8
3.8 -0.9 1.6
-0.3 1.8 -1.4
-0.7 -1.2 -0.8
0.2 2.9 -0.9
0.2 -0.4 2.0
2.2 -2.5 1.0
-0.3 -0.6 0.3
-0.8 1.0 -0.8

The energy relative to the best compared isomer or geometry (same formula, charge and spin) comes out at 0.2740 eV. Its total charge is 0. As for the HOMO energy: -0.2855 hartree. Its gap between HOMO and LUMO is 8.512 eV. The structure (SMILES) is CNNP(Cl)Cl. The value obtained for the electronic energy is -1412.28445 hartree.

Charges in e, computed with Löwdin, in the same order as the atoms: C -0.1222; N -0.2602; N -0.3703; P 0.0034; Cl 0.1806; Cl 0.1881; H 0.1055; H 0.0798; H 0.1175; H 0.0497; H 0.0281

***

(9)
Here is one molecule with the formula CH5ClN2S in a non-equilibrium geometry from OMol25. Energies are from the ωB97M-V functional and the def2-TZVPD basis.

Geometry (Å):
C: 0.2000 0.1758 -0.9700
N: 0.1358 0.3455 0.5335
N: -0.6352 -0.5031 1.1915
S: -0.8443 0.0828 2.7553
Cl: 0.5718 -2.2713 1.1853
H: -0.6419 0.1045 -1.5388
H: 0.7971 0.9009 -1.5047
H: 0.7722 -0.7398 -1.0071
H: 0.9935 0.8040 0.8541
H: -1.7594 -0.8730 2.9739

Forces on the atoms, in the same order (eV/Å):
3.1 -0.8 2.6
-1.2 1.4 -2.9
1.8 0.9 -1.3
-0.3 -0.6 0.6
-0.3 0.0 0.4
-3.0 -0.4 -0.6
0.4 0.7 0.7
0.0 -0.7 -0.7
-0.5 -0.6 0.8
0.0 0.1 0.4

The energy relative to the best compared isomer or geometry (same formula, charge and spin) comes out at 2.6177 eV. Its total charge is 0. As for the HOMO energy: -0.3334 hartree. Its gap between HOMO and LUMO is 8.578 eV. The structure (SMILES) is CNN(S)Cl. The value obtained for the electronic energy is -1008.87098 hartree.

Charges in e, computed with Löwdin, in the same order as the atoms: C -0.0524; N -0.2752; N -0.6744; S 0.7399; Cl 0.0882; H 0.0451; H 0.0804; H 0.0358; H 0.1291; H -0.1167

***

(10)
Here is a 2-piece molecular cluster, CH5ClN3O overall in a non-equilibrium geometry from OMol25. Energies are from the ωB97M-V functional and the def2-TZVPD basis.

Geometry (Å):
C: -0.4456 -0.1687 -0.1392
N: -1.4860 -0.6069 0.4936
N: -0.5369 1.1836 -0.4647
N: 0.5871 -0.8993 -0.4535
O: 2.5139 0.3228 0.4483
Cl: 3.9112 0.0385 -0.0414
H: -2.1523 0.0887 0.6918
H: -1.5878 -1.5575 0.6745
H: -1.4243 1.6202 -0.3626
H: 0.0880 1.7290 -1.0142
H: 0.5326 -1.7505 0.1673

Forces on the atoms, in the same order (eV/Å):
0.8 4.0 -1.3
-0.5 0.3 0.4
0.2 -1.8 0.4
1.8 -1.4 0.7
-1.8 -0.1 0.2
0.6 -0.4 -0.4
-1.4 0.0 0.6
-0.6 -1.5 0.6
-0.5 0.2 0.1
0.8 -0.4 -0.3
0.6 0.9 -1.0

The energy relative to the best compared isomer or geometry (same formula, charge and spin) comes out at 2.6515 eV. Its total charge is +1. As for the HOMO energy (alpha / beta): -0.5181 / -0.5167 hartree. Its gap between HOMO and LUMO (alpha / beta) is 5.594 / 5.480 eV. The value obtained for the electronic energy is -740.34055 hartree.

Charges in e, computed with Löwdin, in the same order as the atoms: C -0.5515; N 0.2190; N 0.1921; N 0.1817; O -0.5610; Cl 0.9541; H 0.1213; H 0.1206; H 0.1026; H 0.1117; H 0.1094

***

(11)
Here is CH5ClO4V as an isolated structure in a non-equilibrium geometry from OMol25. Energies are from the ωB97M-V functional and the def2-TZVPD basis.

Geometry (Å):
V: 0.3320 0.2524 -0.2469
C: 0.4758 -1.1329 -1.8804
H: -0.3644 -0.6893 -2.4333
H: 1.4326 -1.1517 -2.4127
H: 0.2320 -2.0214 -1.2748
H: 1.3205 -1.4614 0.8839
H: 1.9379 -1.0442 0.6849
O: -2.3787 2.5867 1.1765
Cl: -1.2712 1.9940 1.9990
O: -1.6615 0.9456 3.0074
O: -1.2307 0.1191 0.2690
O: 1.1754 1.6031 0.2273

Forces on the atoms, in the same order (eV/Å):
-0.2 2.4 2.4
0.2 -1.4 -1.6
-0.1 0.3 0.2
0.0 0.2 0.3
0.0 0.3 0.1
-0.1 0.3 -0.1
-0.2 0.2 0.0
3.9 -1.8 2.9
-6.0 -1.4 1.1
1.5 3.8 -3.4
4.2 0.9 -0.8
-3.3 -3.9 -1.1

The energy relative to the best compared isomer or geometry (same formula, charge and spin) comes out at 0.2232 eV. The multiplicity is 2. Its total charge is +2. As for the HOMO energy (alpha / beta): -0.7928 / -0.7926 hartree. Its gap between HOMO and LUMO (alpha / beta) is 7.878 / 7.802 eV. The value obtained for the electronic energy is -1745.08013 hartree.

Charges in e, computed with Löwdin, in the same order as the atoms: V 0.9511; C 0.1105; H 0.0970; H 0.0957; H 0.0849; H 0.1429; H 0.1482; O -0.1900; Cl 1.3179; O -0.1959; O -0.3176; O -0.2446

***

(12)
Here is a 2-piece molecular cluster, CH5ClS overall from OMol25. Energies are from the ωB97M-V functional and the def2-TZVPD basis.

Geometry (Å):
C: 0.9210 0.6013 0.0487
H: 0.0683 0.5536 -0.6284
H: 0.5806 0.7989 1.0664
H: 1.5667 1.4247 -0.2648
H: 0.9768 -1.7616 0.3702
H: -3.5120 -0.0947 -0.5917
S: 1.9252 -0.9060 -0.0398
Cl: -2.5266 -0.6162 0.0393

Forces on the atoms, in the same order (eV/Å):
0.0 0.2 0.0
0.1 0.0 0.1
0.0 0.0 -0.1
0.0 -0.1 0.0
0.0 0.0 0.0
0.0 0.0 0.0
-0.1 0.0 0.0
-0.1 0.0 0.0

The energy relative to the best compared isomer or geometry (same formula, charge and spin) comes out at 0.0294 eV. Its total charge is 0. As for the HOMO energy: -0.3300 hartree. Its gap between HOMO and LUMO is 9.657 eV. The structure (SMILES) is CS.Cl. The value obtained for the electronic energy is -899.46477 hartree.

Charges in e, computed with Löwdin, in the same order as the atoms: C -0.5246; H -0.0151; H 0.0246; H 0.0219; H -0.1710; H -0.2409; S 0.6081; Cl 0.2969

***

Please write out number 9 again, unchanged.
Here is one molecule with the formula CH5ClN2S in a non-equilibrium geometry from OMol25. Energies are from the ωB97M-V functional and the def2-TZVPD basis.

Geometry (Å):
C: 0.2000 0.1758 -0.9700
N: 0.1358 0.3455 0.5335
N: -0.6352 -0.5031 1.1915
S: -0.8443 0.0828 2.7553
Cl: 0.5718 -2.2713 1.1853
H: -0.6419 0.1045 -1.5388
H: 0.7971 0.9009 -1.5047
H: 0.7722 -0.7398 -1.0071
H: 0.9935 0.8040 0.8541
H: -1.7594 -0.8730 2.9739

Forces on the atoms, in the same order (eV/Å):
3.1 -0.8 2.6
-1.2 1.4 -2.9
1.8 0.9 -1.3
-0.3 -0.6 0.6
-0.3 0.0 0.4
-3.0 -0.4 -0.6
0.4 0.7 0.7
0.0 -0.7 -0.7
-0.5 -0.6 0.8
0.0 0.1 0.4

The energy relative to the best compared isomer or geometry (same formula, charge and spin) comes out at 2.6177 eV. Its total charge is 0. As for the HOMO energy: -0.3334 hartree. Its gap between HOMO and LUMO is 8.578 eV. The structure (SMILES) is CNN(S)Cl. The value obtained for the electronic energy is -1008.87098 hartree.

Charges in e, computed with Löwdin, in the same order as the atoms: C -0.0524; N -0.2752; N -0.6744; S 0.7399; Cl 0.0882; H 0.0451; H 0.0804; H 0.0358; H 0.1291; H -0.1167